# 1
The following is a DFT calculation (ωB97M-V/def2-TZVPD) of a 2-piece molecular cluster, C4H7FNO6S overall in a non-equilibrium geometry.

```
! wB97M-V def2-TZVPD RIJCOSX def2/J DEFGRID3
* xyz -1 3
C -1.48597 -1.54668 0.08189
C 2.45025 1.87553 -0.05651
C 2.29538 -0.47086 -0.14426
C -1.91845 -0.55704 -0.70303
N -1.36513 -1.54881 1.50881
O -2.35212 0.91636 1.36999
O -0.94567 -2.71027 -0.39140
O -0.63505 1.66842 -0.23368
O -3.06299 1.78972 -0.95707
O 2.75618 -1.57899 -0.29123
O 3.10315 0.56283 -0.18720
F -2.16023 -0.69471 -2.10449
S -2.05177 1.17722 -0.08761
H 2.67592 2.41890 -0.99651
H 2.95850 2.27220 0.85354
H 1.35382 1.68826 0.08473
H 1.25401 -0.18061 -0.05505
H -1.63038 -0.59238 1.79983
H -0.47539 -1.86558 1.81537
H -0.76405 -2.62353 -1.30611
*
```

Its maximum force is 7.96 eV/A. The value obtained for the molar mass is 216.17 g/mol. The value obtained for the total energy is -31584.7465 eV.

---

# 2
The following is a DFT calculation (ωB97M-V/def2-TZVPD) of one molecule with the formula C4H7FO in a non-equilibrium geometry.

```
! wB97M-V def2-TZVPD RIJCOSX def2/J DEFGRID3
* xyz 0 1
C -1.13369 0.05398 0.24366
C 0.38981 0.23041 -0.02094
C 0.68633 1.53226 -0.26154
C 1.25105 -0.96640 0.05319
H -2.52304 -1.17691 -0.12716
H -1.61562 0.96275 -0.17530
H -1.29385 -0.00536 1.31108
H 1.52631 1.89024 -0.81767
H -0.07347 2.24086 0.04944
H 0.85733 -1.73898 -0.53718
H 1.06042 -1.35263 1.02667
O -1.66397 -0.97366 -0.53844
F 2.53238 -0.69658 -0.20581
*
```

Its maximum force is 2.93 eV/A. The value obtained for the molar mass is 90.10 g/mol. The value obtained for the total energy is -9024.5331 eV.

---

# 3
The following is a DFT calculation (ωB97M-V/def2-TZVPD) of C4H7FO as an isolated structure in a non-equilibrium geometry.

```
! wB97M-V def2-TZVPD RIJCOSX def2/J DEFGRID3
* xyz 0 1
C -1.04078 1.34626 0.01684
C -0.65199 -0.09915 0.01963
C 0.53889 -0.62509 -0.82935
C 1.08072 -0.94962 0.66565
H -1.32958 1.82853 -0.93063
H -2.03775 1.48669 0.71627
H -1.52712 -0.89619 -0.14141
H 1.05886 0.14595 -1.19181
H 0.52748 -1.42292 -1.69535
H 1.16315 -2.00962 0.82307
H 2.10987 -0.50554 1.05235
O -0.02436 -0.32888 1.32612
F 0.13259 2.02956 0.16861
*
```

Its maximum force is 4.03 eV/A. The value obtained for the molar mass is 90.10 g/mol. The value obtained for the total energy is -9023.4748 eV.

---

Which formula does entry 1 have? C4H7FNO6S